Entry from OMol25: C4H7CuO3 as an isolated structure at a distorted geometry (ωB97M-V/def2-TZVPD).

```
15
Properties=species:S:1:pos:R:3:lowdin_charge:R:1
H 2.34 -0.69 -1.07 0.110
Cu 0.20 3.72 0.55 0.818
O 1.05 2.28 0.74 -0.015
C 1.37 1.24 0.18 -0.193
O 1.99 0.28 0.74 0.046
C 2.26 -0.93 -0.01 0.034
H 1.39 -1.61 0.15 0.111
H 3.19 -1.34 0.39 0.123
O -1.33 -0.77 -1.93 0.401
C -1.50 -0.17 -0.88 -0.083
C -2.32 -0.66 0.25 0.062
H -1.07 0.87 -0.77 0.181
H -2.64 -1.70 0.11 0.129
H -1.74 -0.55 1.18 0.130
H -3.20 0.00 0.36 0.145
```

The HOMO-LUMO gap (alpha / beta) comes out at 8.440 / 5.860 eV. The charge is +2. Its HOMO energy (alpha / beta) is -18.11 / -19.09 eV. Its largest force on an atom is 4.4 eV Å⁻¹. As for the expectation value of S²: 2.012. The value obtained for the total energy is -2021.92983 a.u. Its multiplicity is 3.

=====

Entry from OMol25: the molecule C11H7ClN4O4S at a distorted geometry (ωB97M-V/def2-TZVPD).

```
28
Properties=species:S:1:pos:R:3:lowdin_charge:R:1
N -0.27 -0.81 3.12 0.170
C 0.42 -0.61 1.99 -0.374
N -0.20 -0.83 0.86 0.052
O -1.31 -1.70 0.81 0.008
C -2.44 -1.47 0.05 -0.377
O -3.55 -1.91 0.34 0.093
C -2.55 -0.59 -1.11 -0.125
C -1.47 0.21 -1.60 -0.031
C -1.34 0.72 -2.87 -0.134
C -2.40 0.52 -3.74 -0.609
Cl -2.07 1.11 -5.39 0.631
C -3.65 -0.06 -3.33 -0.053
C -3.64 -0.61 -2.02 -0.002
C 1.77 0.14 2.04 -0.424
N 2.24 0.96 2.99 0.075
C 3.50 1.31 2.67 -0.113
C 4.01 0.78 1.48 -0.445
N 5.33 0.92 1.05 -0.376
O 5.67 0.18 0.03 0.003
O 6.06 1.67 1.65 0.102
S 2.77 -0.09 0.57 1.154
H 0.29 -0.74 3.92 0.091
H -1.06 -1.45 3.15 0.121
H -0.65 0.58 -0.93 0.110
H -0.63 1.37 -3.36 0.093
H -4.48 -0.15 -3.98 0.090
H -4.59 -1.18 -1.73 0.141
H 4.26 1.73 3.34 0.129
```

As for the SMILES: N/C(=N\OC(=O)c1ccc(Cl)cc1)c1ncc([N+](=O)[O-])s1. The HOMO-LUMO gap comes out at 7.433 eV. The charge is 0. Its HOMO energy is -9.38 eV. Its largest force on an atom is 4.6 eV Å⁻¹. The value obtained for the total energy is -1801.52014 a.u.

=====

Entry from OMol25: C30H27BCl5F9IrNO4S3Si as an isolated structure (ωB97M-V/def2-TZVPD).

```
82
Properties=species:S:1:pos:R:3:lowdin_charge:R:1
Ir 1.57 2.07 0.88 1.116
C -2.32 7.17 -2.07 -0.198
Si -1.88 6.03 -0.64 0.499
C -3.34 4.91 -0.30 -0.178
C -1.49 7.09 0.85 -0.186
C -0.39 5.02 -1.16 -0.239
C 0.19 5.14 -2.41 -0.089
C 1.27 4.35 -2.80 -0.067
C 1.75 3.41 -1.90 -0.108
N 1.20 3.27 -0.70 -0.157
C 0.17 4.06 -0.30 -0.718
S -0.28 3.64 1.32 0.659
H -3.19 7.78 -1.80 0.024
H -2.57 6.61 -2.97 0.028
H -1.50 7.86 -2.31 0.027
H -4.22 5.49 0.01 0.026
H -3.10 4.20 0.48 0.010
H -3.61 4.35 -1.20 0.033
H -2.36 7.68 1.15 0.025
H -0.67 7.78 0.63 0.029
H -1.19 6.46 1.69 0.004
H -0.20 5.87 -3.12 0.089
H 1.73 4.44 -3.77 0.095
H 2.56 2.74 -2.13 0.095
F -0.31 1.40 4.73 0.150
C 0.07 0.30 4.06 -0.537
F -0.68 0.22 2.96 0.170
F -0.23 -0.76 4.84 0.154
C 1.59 0.38 3.69 -0.307
O 1.81 1.34 2.79 -0.294
C 2.09 -1.06 3.28 -0.533
F 1.14 -1.78 2.70 0.175
F 2.50 -1.77 4.36 0.146
F 3.12 -0.97 2.45 0.178
C 2.39 0.81 4.96 -0.545
F 2.03 0.17 6.09 0.143
F 3.71 0.60 4.78 0.153
F 2.24 2.12 5.21 0.151
Cl 2.37 -0.05 -1.96 0.779
C 3.59 0.31 -0.78 -0.636
C 3.30 1.20 0.26 -0.333
C 4.43 1.61 0.99 -0.676
Cl 4.20 2.96 2.07 0.701
C 5.70 1.08 0.84 -0.710
Cl 7.01 1.63 1.81 0.650
C 5.90 0.10 -0.13 -0.713
Cl 7.46 -0.61 -0.32 0.644
C 4.85 -0.27 -0.96 -0.702
Cl 5.12 -1.41 -2.22 0.669
C -1.18 -8.16 0.29 -0.194
O -0.50 -7.05 0.82 -0.314
C 0.71 -6.67 0.28 -1.437
S 1.34 -7.56 -1.01 0.423
S 1.32 -5.27 0.96 0.464
H -2.11 -8.23 0.86 0.078
H -0.60 -9.08 0.39 0.058
H -1.40 -8.03 -0.77 0.049
C -1.33 -4.99 -2.33 -0.040
C -2.49 -4.23 -1.66 -0.550
C -2.77 -4.87 -0.29 -0.042
C -3.74 -4.38 -2.52 -0.085
C -2.08 -2.77 -1.46 -0.170
C -2.76 -1.72 -2.08 -0.046
C -2.37 -0.39 -1.91 0.002
C -1.29 -0.16 -1.09 -0.216
O -0.72 1.04 -0.76 0.113
B 0.36 0.73 0.09 -0.758
O 0.41 -0.66 0.28 0.105
C -0.61 -1.19 -0.47 -0.180
C -0.97 -2.51 -0.64 0.081
H -1.60 -6.04 -2.47 0.077
H -0.42 -4.97 -1.74 0.060
H -1.11 -4.56 -3.31 0.088
H -3.07 -5.91 -0.42 0.075
H -3.58 -4.34 0.22 0.088
H -1.89 -4.86 0.35 0.069
H -4.00 -5.44 -2.60 0.078
H -3.58 -4.00 -3.54 0.078
H -4.59 -3.85 -2.09 0.079
H -3.61 -1.93 -2.71 0.087
H -2.90 0.42 -2.39 0.109
H -0.40 -3.33 -0.21 0.078
```

The HOMO-LUMO gap comes out at 5.479 eV. The charge is -2. Its HOMO energy is -1.90 eV. Its largest force on an atom is 0.4 eV Å⁻¹. The value obtained for the total energy is -6328.45828 a.u.

=====

Entry from OMol25: C51H38AsClN6OTa as an isolated structure (ωB97M-V/def2-TZVPD).

```
99
Properties=species:S:1:pos:R:3:lowdin_charge:R:1
Ta 0.19 -0.59 0.96 1.827
Cl -0.34 4.40 6.46 0.777
C -0.28 3.10 5.34 -0.643
C -0.79 1.85 5.72 -0.026
C -0.76 0.77 4.86 0.036
C -0.23 0.96 3.59 -0.296
O -0.14 -0.04 2.71 -0.226
C 0.28 2.20 3.18 -0.123
C 0.87 2.37 1.90 -0.005
N 0.92 1.51 0.91 -0.013
C 1.66 1.92 -0.25 -0.214
C 2.04 3.19 -0.58 0.019
C 2.89 3.41 -1.68 -0.017
C 3.35 2.38 -2.44 0.021
C 2.94 1.06 -2.16 -0.132
C 3.35 -0.07 -2.89 0.049
C 2.88 -1.32 -2.54 -0.003
C 1.98 -1.43 -1.49 -0.105
N 1.58 -0.38 -0.77 -0.098
C 2.06 0.85 -1.08 -0.214
C 0.26 3.28 4.09 -0.013
H -1.20 1.74 6.71 0.131
H -1.12 -0.20 5.16 0.139
H 1.36 3.33 1.76 0.138
H 1.73 4.06 -0.01 0.124
H 3.19 4.43 -1.91 0.131
H 4.02 2.56 -3.27 0.140
H 4.04 0.05 -3.72 0.146
H 3.18 -2.21 -3.08 0.133
H 1.59 -2.40 -1.22 0.117
H 0.66 4.25 3.81 0.133
C 4.84 0.73 3.26 -0.042
C 3.79 0.28 4.05 -0.041
C 2.78 -0.50 3.50 -0.019
C 2.83 -0.82 2.14 -0.304
C 3.90 -0.39 1.36 -0.031
C 4.90 0.38 1.92 -0.041
N 1.78 -1.61 1.56 -0.136
C 1.92 -2.99 1.43 -0.223
C 3.07 -3.73 1.68 0.028
C 3.03 -5.10 1.50 -0.004
C 1.87 -5.77 1.09 -0.037
C 0.72 -5.06 0.87 0.022
C 0.76 -3.67 1.03 -0.219
N -0.32 -2.80 0.97 -0.049
N -1.48 -3.25 0.96 0.160
C -2.45 -2.25 1.10 -0.307
C -3.77 -2.61 1.29 0.062
C -4.68 -1.61 1.62 0.025
C -4.22 -0.31 1.77 0.004
C -2.89 -0.03 1.55 -0.106
N -2.01 -0.98 1.18 -0.061
H 5.63 1.33 3.70 0.122
H 3.77 0.52 5.11 0.121
H 1.98 -0.88 4.11 0.122
H 3.96 -0.70 0.32 0.113
H 5.74 0.70 1.31 0.120
H 3.97 -3.23 2.01 0.129
H 3.92 -5.69 1.69 0.131
H 1.89 -6.84 0.96 0.126
H -0.20 -5.55 0.57 0.125
H -4.04 -3.65 1.21 0.142
H -5.72 -1.86 1.79 0.138
H -4.89 0.49 2.06 0.133
H -2.51 0.98 1.65 0.121
C -4.33 3.53 -0.04 -0.039
C -2.96 3.74 0.05 -0.052
C -2.08 2.78 -0.41 -0.145
C -2.56 1.59 -0.97 -0.388
C -3.93 1.38 -1.05 -0.112
C -4.81 2.35 -0.59 -0.048
As -1.28 0.22 -1.50 1.354
C -0.36 0.97 -3.04 -0.359
C -0.29 2.34 -3.26 -0.090
C 0.33 2.82 -4.41 -0.052
C 0.87 1.94 -5.33 -0.044
C 0.79 0.57 -5.11 -0.056
C 0.17 0.08 -3.97 -0.118
C -2.30 -1.17 -2.37 -0.387
C -3.24 -0.83 -3.34 -0.101
C -3.87 -1.82 -4.08 -0.035
C -3.53 -3.16 -3.88 -0.037
C -2.56 -3.50 -2.95 -0.055
C -1.93 -2.51 -2.21 -0.142
H -5.03 4.29 0.31 0.123
H -2.59 4.67 0.47 0.118
H -1.02 2.97 -0.34 0.078
H -4.33 0.46 -1.46 0.099
H -5.88 2.19 -0.68 0.124
H -0.74 3.04 -2.58 0.092
H 0.36 3.89 -4.59 0.121
H 1.34 2.31 -6.23 0.122
H 1.18 -0.12 -5.84 0.121
H 0.07 -0.99 -3.83 0.105
H -3.48 0.21 -3.54 0.115
H -4.60 -1.56 -4.82 0.124
H -4.01 -3.93 -4.46 0.123
H -2.27 -4.53 -2.82 0.117
H -1.15 -2.78 -1.53 0.064
```

The HOMO-LUMO gap comes out at 5.654 eV. The charge is +3. Its HOMO energy is -15.70 eV. Its largest force on an atom is 0.8 eV Å⁻¹. The value obtained for the total energy is -5122.27708 a.u.

=====

Entry from OMol25: the molecule C3H2N2O3 at a distorted geometry (ωB97M-V/def2-TZVPD).

```
10
Properties=species:S:1:pos:R:3:lowdin_charge:R:1
O 0.49 -1.76 -1.12 0.097
C -0.18 -1.36 -0.15 -0.567
O -0.86 -2.02 0.65 0.243
C -0.15 0.05 -0.18 -0.160
C 0.88 0.95 -0.65 -0.056
N 0.65 2.13 -0.17 0.126
O -0.55 1.99 0.67 -0.072
N -0.96 0.76 0.70 0.115
H -1.14 -1.62 1.45 0.123
H 1.83 0.88 -1.21 0.151
```

As for the SMILES: O=C(O)c1cnon1. The HOMO-LUMO gap comes out at 10.261 eV. The charge is 0. Its HOMO energy is -10.68 eV. Its largest force on an atom is 7.2 eV Å⁻¹. The value obtained for the total energy is -450.64073 a.u.

=====

Entry from OMol25: C2H3NO2S as an isolated structure at a distorted geometry (ωB97M-V/def2-TZVPD).

```
9
Properties=species:S:1:pos:R:3:lowdin_charge:R:1
C 0.62 0.38 0.78 -0.727
C -0.12 0.20 -0.83 -0.059
N -1.51 -0.51 -1.83 0.032
O 0.98 1.41 1.20 0.013
O -2.58 -0.41 -1.37 0.023
S 0.67 -1.18 1.79 0.692
H -0.01 1.23 -1.25 0.068
H 0.56 -0.46 -1.39 0.041
H 1.39 -0.65 2.90 -0.083
```

The HOMO-LUMO gap comes out at 8.578 eV. The charge is 0. Its HOMO energy is -9.27 eV. Its largest force on an atom is 3.2 eV Å⁻¹. The value obtained for the total energy is -681.26685 a.u.

=====

Entry from OMol25: the molecule C2H5N3O2 at a distorted geometry (ωB97M-V/def2-TZVPD).

```
12
Properties=species:S:1:pos:R:3:lowdin_charge:R:1
N -1.63 1.15 -0.15 0.022
O -1.34 0.21 0.84 -0.206
C -0.75 -0.97 0.32 -0.200
N 0.48 -0.85 -0.54 -0.001
N 1.55 -0.18 0.12 0.082
C 2.70 0.19 -0.04 -0.314
O 3.79 0.61 -0.03 0.134
H -0.81 1.60 -0.32 0.031
H -2.49 1.64 0.24 0.130
H -0.53 -1.60 1.24 0.152
H -1.41 -1.45 -0.28 0.074
H 0.44 -0.36 -1.39 0.097
```

As for the SMILES: NOCNN=C=O. The HOMO-LUMO gap comes out at 9.873 eV. The charge is 0. Its HOMO energy is -9.31 eV. Its largest force on an atom is 4.7 eV Å⁻¹. The value obtained for the total energy is -393.82348 a.u.

=====

Entry from OMol25: a 11-piece molecular cluster, H22O11 overall at a distorted geometry (ωB97M-V/def2-TZVPD).

```
33
Properties=species:S:1:pos:R:3:lowdin_charge:R:1
O -19.31 -7.39 3.68 -0.103
H -19.02 -7.53 2.66 0.110
H -18.54 -7.27 4.22 -0.027
O -21.49 -6.19 4.62 -0.030
H -20.62 -6.46 4.48 -0.056
H -21.97 -6.90 4.98 0.003
O -17.03 -7.72 4.98 -0.005
H -16.58 -8.48 5.33 0.073
H -16.47 -7.00 4.91 0.010
O -20.52 -9.52 5.05 -0.056
H -20.06 -8.69 4.91 -0.026
H -20.32 -9.73 5.97 0.044
O -17.71 -10.39 3.29 -0.090
H -18.12 -11.27 3.13 0.073
H -18.07 -9.89 4.10 0.067
O -20.40 -8.45 0.65 -0.128
H -21.41 -8.53 0.90 0.156
H -20.15 -8.81 -0.29 0.119
O -19.00 -5.90 0.25 -0.065
H -19.14 -6.58 -0.41 0.015
H -18.18 -6.00 0.80 0.001
O -18.02 -4.46 3.50 -0.023
H -18.02 -5.13 4.16 -0.031
H -17.57 -4.86 2.80 -0.068
O -17.85 -8.42 1.30 -0.119
H -17.75 -9.11 1.88 -0.060
H -18.83 -8.12 0.89 0.080
O -17.61 -5.63 6.29 -0.079
H -17.72 -4.74 6.70 0.088
H -18.22 -6.30 6.65 0.062
O -16.74 -5.82 1.73 -0.002
H -16.02 -5.50 2.14 0.017
H -16.76 -6.78 1.74 0.052
```

As for the SMILES: O.O.O.O.O.O.O.O.O.O.O. The HOMO-LUMO gap comes out at 10.144 eV. The charge is 0. Its HOMO energy is -10.26 eV. Its largest force on an atom is 7.0 eV Å⁻¹. The value obtained for the total energy is -840.74605 a.u.

=====

Entry from OMol25: C55H42N2OP2PdS as an isolated structure at a distorted geometry (ωB97M-V/def2-TZVPD).

```
104
Properties=species:S:1:pos:R:3:lowdin_charge:R:1
Pd -0.03 0.24 0.11 0.480
O -2.91 -0.12 1.08 -0.446
S -2.15 1.14 0.89 0.884
C -3.26 2.29 0.14 -0.298
C -4.33 2.69 0.91 -0.043
C -5.25 3.66 0.46 0.024
C -5.04 4.24 -0.76 -0.117
C -5.79 5.32 -1.49 -0.077
C -5.05 5.48 -2.85 -0.077
C -3.92 4.48 -2.79 -0.125
C -2.93 4.17 -3.69 0.019
C -2.01 3.16 -3.34 -0.046
C -2.05 2.48 -2.13 -0.301
P -0.93 1.10 -1.93 1.044
C -1.78 -0.35 -2.57 -0.352
C -1.30 -1.61 -2.22 -0.107
C -1.88 -2.75 -2.76 -0.053
C -2.95 -2.63 -3.64 -0.044
C -3.45 -1.37 -3.97 -0.046
C -2.87 -0.23 -3.44 -0.053
C 0.48 1.45 -3.01 -0.379
C 0.89 0.55 -3.99 -0.068
C 2.04 0.81 -4.72 -0.059
C 2.79 1.95 -4.46 -0.058
C 2.38 2.85 -3.48 -0.056
C 1.23 2.60 -2.75 -0.112
C -3.04 2.81 -1.17 -0.131
C -3.96 3.80 -1.56 -0.074
C -1.87 1.84 2.49 -0.301
C -2.02 3.20 2.71 -0.053
C -2.00 3.75 4.00 0.012
C -1.85 2.91 5.07 -0.120
C -1.87 3.16 6.56 -0.079
C -1.67 1.76 7.21 -0.078
C -1.48 0.82 6.04 -0.125
C -1.21 -0.52 5.98 0.022
C -0.99 -1.10 4.71 -0.035
C -1.14 -0.40 3.53 -0.292
P -0.52 -1.15 2.01 1.030
C 1.20 -1.53 2.58 -0.356
C 1.70 -2.80 2.85 -0.080
C 2.99 -2.96 3.34 -0.062
C 3.79 -1.85 3.56 -0.068
C 3.30 -0.57 3.30 -0.068
C 2.01 -0.42 2.82 -0.126
C -1.29 -2.75 1.70 -0.359
C -0.67 -3.63 0.82 -0.126
C -1.21 -4.88 0.59 -0.069
C -2.40 -5.24 1.22 -0.055
C -3.04 -4.35 2.07 -0.050
C -2.49 -3.10 2.31 -0.070
C -1.54 0.95 3.57 -0.137
C -1.63 1.53 4.84 -0.077
H -4.48 2.24 1.88 0.133
H -6.07 3.94 1.10 0.131
H -5.79 6.24 -0.92 0.131
H -6.84 5.04 -1.63 0.131
H -4.67 6.49 -3.00 0.130
H -5.70 5.26 -3.70 0.131
H -2.86 4.65 -4.65 0.129
H -1.26 2.89 -4.06 0.117
H -0.48 -1.70 -1.53 0.070
H -1.51 -3.73 -2.49 0.110
H -3.40 -3.51 -4.07 0.118
H -4.29 -1.29 -4.65 0.117
H -3.26 0.75 -3.70 0.108
H 0.30 -0.34 -4.19 0.107
H 2.35 0.12 -5.49 0.114
H 3.69 2.14 -5.03 0.114
H 2.96 3.74 -3.27 0.116
H 0.91 3.30 -1.99 0.109
H -2.21 3.86 1.87 0.119
H -2.13 4.82 4.13 0.127
H -2.81 3.62 6.86 0.129
H -1.08 3.85 6.84 0.129
H -2.54 1.46 7.80 0.129
H -0.81 1.74 7.87 0.128
H -1.11 -1.13 6.87 0.128
H -0.67 -2.13 4.67 0.124
H 1.08 -3.67 2.68 0.101
H 3.36 -3.95 3.57 0.113
H 4.80 -1.98 3.95 0.112
H 3.93 0.29 3.47 0.111
H 1.63 0.58 2.64 0.090
H 0.25 -3.33 0.32 0.105
H -0.72 -5.58 -0.07 0.113
H -2.82 -6.22 1.04 0.115
H -3.97 -4.63 2.55 0.116
H -2.99 -2.40 2.96 0.112
N 4.27 0.47 -0.68 0.157
C 3.13 -0.23 -0.81 -0.123
N 2.08 0.43 -0.40 0.012
C 2.56 1.67 0.05 -0.262
C 1.90 2.76 0.61 -0.054
C 2.66 3.86 0.97 -0.062
C 4.05 3.88 0.78 -0.062
C 4.72 2.80 0.24 0.006
C 3.94 1.70 -0.13 -0.186
H 5.18 0.15 -0.93 0.172
H 3.12 -1.24 -1.20 0.147
H 0.83 2.75 0.77 0.083
H 2.18 4.73 1.40 0.111
H 4.61 4.75 1.08 0.115
H 5.79 2.81 0.11 0.123
```

The HOMO-LUMO gap comes out at 6.243 eV. The charge is +2. Its HOMO energy is -12.73 eV. Its largest force on an atom is 3.1 eV Å⁻¹. The value obtained for the total energy is -3514.21137 a.u.

=====

Entry from OMol25: the molecule C5H8N2 (ωB97M-V/def2-TZVPD).

```
15
Properties=species:S:1:pos:R:3:lowdin_charge:R:1
C 0.69 1.10 -2.16 -0.050
C 0.38 0.28 -0.95 -0.367
C 0.85 -1.01 -0.61 -0.040
C 0.28 -1.29 0.61 -0.086
N -0.48 -0.22 0.93 -0.226
C -1.22 0.01 2.15 -0.028
N -0.42 0.75 0.00 0.107
H 0.63 0.50 -3.07 0.073
H 1.70 1.53 -2.11 0.074
H -0.03 1.92 -2.23 0.072
H 1.51 -1.65 -1.19 0.097
H 0.34 -2.15 1.25 0.118
H -1.77 -0.89 2.43 0.086
H -1.91 0.83 1.97 0.085
H -0.55 0.29 2.97 0.086
```

As for the SMILES: Cc1ccn(C)n1. The HOMO-LUMO gap comes out at 9.980 eV. The charge is 0. Its HOMO energy is -8.93 eV. Its largest force on an atom is 0.2 eV Å⁻¹. The value obtained for the total energy is -304.81856 a.u.

=====

Entry from OMol25: C5H14N2O as an isolated structure at a distorted geometry (ωB97M-V/def2-TZVPD).

```
22
Properties=species:S:1:pos:R:3:lowdin_charge:R:1
C 0.51 0.25 -1.51 -0.217
C -1.32 -0.64 0.64 -0.390
C 1.28 0.37 0.69 -0.278
C 0.03 1.65 -1.61 -0.102
C 2.24 -0.26 1.65 -0.062
N -2.30 0.17 -0.01 0.001
N -1.05 -1.99 0.22 0.009
O 1.40 -0.10 -0.58 -0.082
H 0.60 -0.37 -2.39 0.106
H -1.58 -0.68 1.70 0.105
H -3.26 -0.08 0.22 0.064
H -0.75 -2.04 -0.75 0.049
H -2.20 0.17 -1.02 0.050
H -1.81 -2.64 0.40 0.062
H 1.17 1.45 0.76 0.121
H -0.10 -0.06 0.84 0.105
H -0.66 1.92 -0.80 0.062
H 0.86 2.36 -1.60 0.087
H -0.51 1.78 -2.55 0.077
H 2.27 -1.34 1.50 0.081
H 1.92 -0.06 2.67 0.078
H 3.26 0.14 1.54 0.074
```

The HOMO-LUMO gap (alpha / beta) comes out at 7.726 / 7.773 eV. The charge is 0. Its HOMO energy (alpha / beta) is -6.80 / -7.07 eV. Its largest force on an atom is 1.4 eV Å⁻¹. The value obtained for the total energy is -383.49537 a.u.